{"formula": "C31H116F6N33O33S2", "method": "the ωB97M-V functional and the def2-TZVPD basis", "e_homo_ev": -7.58, "orbital_gap_ev": 8.97, "charge": -1, "species": ["C", "F", "F", "F", "S", "O", "O", "N", "S", "O", "O", "C", "F", "F", "F", "C", "O", "H", "H", "H", "H", "C", "O", "H", "H", "H", "H", "C", "O", "H", "H", "H", "H", "C", "O", "H", "H", "H", "H", "C", "O", "H", "H", "H", "H", "C", "O", "H", "H", "H", "H", "C", "O", "H", "H", "H", "H", "C", "O", "H", "H", "H", "H", "C", "O", "H", "H", "H", "H", "C", "O", "H", "H", "H", "H", "C", "O", "H", "H", "H", "H", "C", "O", "H", "H", "H", "H", "C", "O", "H", "H", "H", "H", "C", "O", "N", "N", "H", "H", "H", "H", "C", "O", "N", "N", "H", "H", "H", "H", "C", "O", "N", "N", "H", "H", "H", "H", "C", "O", "N", "N", "H", "H", "H", "H", "C", "O", "N", "N", "H", "H", "H", "H", "C", "O", "N", "N", "H", "H", "H", "H", "C", "O", "N", "N", "H", "H", "H", "H", "C", "O", "N", "N", "H", "H", "H", "H", "C", "O", "N", "N", "H", "H", "H", "H", "C", "O", "N", "N", "H", "H", "H", "H", "C", "O", "N", "N", "H", "H", "H", "H", "C", "O", "N", "N", "H", "H", "H", "H", "C", "O", "N", "N", "H", "H", "H", "H", "C", "O", "N", "N", "H", "H", "H", "H", "C", "O", "N", "N", "H", "H", "H", "H", "C", "O", "N", "N", "H", "H", "H", "H"], "positions_angstrom": [[-13.0844, -23.9025, 5.1437], [-11.7381, -23.8645, 5.4204], [-13.3037, -23.3534, 3.9645], [-13.4677, -25.1464, 5.1649], [-14.1480, -23.0671, 6.4485], [-13.9354, -24.0013, 7.4991], [-13.7464, -21.6879, 6.5942], [-15.6970, -23.2524, 5.8400], [-16.7555, -22.2469, 6.5465], [-16.7415, -22.3963, 7.9680], [-16.8204, -20.9501, 5.9188], [-18.3318, -23.0148, 5.9390], [-18.5077, -24.0968, 6.6365], [-19.4947, -22.2790, 5.9512], [-18.0340, -23.3265, 4.6702], [-21.5800, -24.8550, 6.5598], [-21.2120, -24.5545, 7.9042], [-22.6171, -25.2259, 6.4730], [-21.3436, -24.0177, 5.8685], [-20.8967, -25.6437, 6.3028], [-21.5923, -23.7170, 8.1940], [-14.0736, -18.4017, 6.3075], [-15.5071, -18.5425, 6.2387], [-13.8804, -17.3850, 6.6653], [-13.5941, -19.1499, 6.9159], [-13.6350, -18.4367, 5.3137], [-15.7403, -19.4514, 6.3916], [-15.7021, -26.7002, 3.7078], [-16.6517, -26.0683, 4.4888], [-14.8690, -26.0936, 3.3651], [-15.2180, -27.5263, 4.2604], [-16.1931, -27.1517, 2.8372], [-16.2433, -25.4124, 5.0914], [-17.1868, -19.0810, 3.1667], [-18.5519, -18.6223, 2.9750], [-16.6272, -18.7934, 2.2885], [-16.6000, -18.5720, 3.9831], [-17.1644, -20.1643, 3.3453], [-19.1506, -18.9978, 3.6379], [-7.0207, -23.2394, 5.0546], [-8.2695, -23.7856, 4.6364], [-6.0896, -23.8095, 4.8790], [-6.9128, -22.2280, 4.6204], [-7.0483, -23.0108, 6.1237], [-8.3889, -23.4514, 3.7337], [-10.6296, -19.9934, 7.6590], [-10.2023, -19.9661, 8.9637], [-9.7459, -19.8453, 7.0286], [-11.1878, -20.8398, 7.2538], [-11.2444, -19.1046, 7.5080], [-9.7421, -20.7371, 9.3487], [-19.0109, -17.5713, 6.4576], [-17.9457, -17.4812, 7.3431], [-18.7354, -17.0003, 5.5444], [-19.2626, -18.6033, 6.1214], [-19.9496, -17.2137, 6.8857], [-17.2277, -17.6979, 6.7335], [-22.2622, -22.6473, 3.0603], [-23.5844, -22.3788, 3.4196], [-22.1863, -22.7629, 1.9873], [-21.5960, -21.8017, 3.2404], [-21.8865, -23.5520, 3.5401], [-23.9269, -21.6134, 2.9324], [-12.0741, -19.5188, 2.5945], [-13.2116, -18.7260, 2.2812], [-11.2591, -18.8094, 2.6772], [-12.0897, -20.0641, 3.5398], [-11.8699, -20.1047, 1.7111], [-13.7966, -19.1733, 1.6353], [-13.4982, -19.3659, 10.1796], [-14.6034, -19.3442, 11.1613], [-12.5299, -19.6362, 10.6128], [-13.7778, -20.1451, 9.4484], [-13.4607, -18.4159, 9.6370], [-14.4734, -18.6807, 11.8463], [-10.5580, -22.3825, 10.7161], [-9.2823, -21.9418, 10.2176], [-11.3375, -21.9149, 10.0855], [-10.6150, -23.4912, 10.7717], [-10.7188, -22.0308, 11.7133], [-8.6464, -22.6775, 10.3489], [-18.4356, -28.4444, 6.5697], [-19.8015, -27.9084, 6.6524], [-17.9050, -28.4427, 7.5487], [-18.3656, -29.4723, 6.2370], [-17.9382, -27.8643, 5.8120], [-20.0104, -28.1087, 7.5527], [-11.7740, -26.7794, 7.2246], [-11.3969, -27.9930, 7.8758], [-12.8332, -26.6485, 7.4188], [-11.2290, -25.9375, 7.6030], [-11.6136, -26.7994, 6.1471], [-10.4762, -28.0391, 7.6025], [-19.2943, -23.8312, 13.5847], [-20.5236, -23.8358, 13.3771], [-18.5680, -22.6915, 13.4222], [-18.6143, -24.9106, 14.2282], [-18.9198, -21.9892, 12.7384], [-17.5470, -22.7698, 13.3972], [-17.6720, -25.0355, 13.7923], [-19.1546, -25.6951, 13.9565], [-19.5706, -26.8462, 9.9102], [-18.9291, -27.6108, 10.5833], [-20.9137, -27.0403, 9.8155], [-18.9475, -25.7590, 9.2634], [-21.2905, -27.6507, 10.5249], [-21.5015, -26.4204, 9.2707], [-17.9537, -25.6952, 9.3139], [-19.4899, -25.2390, 8.6138], [-18.4727, -21.8701, 0.1139], [-18.1330, -22.8714, 0.7628], [-19.6824, -21.8318, -0.6925], [-17.5637, -20.8103, -0.0587], [-20.2442, -22.6305, -0.8249], [-19.7712, -21.1357, -1.4326], [-16.6365, -20.7258, 0.3939], [-17.8787, -19.9710, -0.5078], [-15.1088, -21.3910, 2.3993], [-14.7438, -20.8685, 1.3489], [-14.7111, -20.8408, 3.5646], [-15.9538, -22.4926, 2.4570], [-15.1327, -21.1050, 4.4583], [-14.2234, -19.9777, 3.5959], [-16.3596, -22.8223, 3.3258], [-16.5259, -22.6843, 1.6330], [-23.1473, -19.7443, 6.6375], [-24.0472, -19.0682, 6.0753], [-22.6097, -19.3093, 7.9039], [-22.5431, -20.8044, 6.0186], [-23.1698, -18.6584, 8.3836], [-22.3322, -20.1077, 8.4576], [-22.9629, -21.1481, 5.1658], [-21.9533, -21.4601, 6.4588], [-10.8204, -28.2786, 2.2218], [-9.8397, -28.3145, 2.9697], [-10.6759, -28.0210, 0.8340], [-12.0509, -28.5882, 2.5960], [-9.7354, -27.7839, 0.5950], [-11.4285, -27.4852, 0.3950], [-12.3086, -28.9258, 3.5071], [-12.8453, -28.6431, 1.9655], [-13.8407, -25.6938, 0.3781], [-13.0181, -26.5101, -0.0233], [-15.1577, -25.8014, 0.0405], [-13.4951, -24.5459, 1.0544], [-15.8367, -25.2182, 0.5041], [-15.3579, -26.3289, -0.7665], [-12.5944, -24.5039, 1.4968], [-14.1946, -23.8539, 1.3126], [-15.6892, -23.1570, 11.4370], [-15.5671, -23.3294, 12.6701], [-14.8307, -22.3658, 10.7344], [-16.7828, -23.7101, 10.7806], [-14.9637, -22.1592, 9.7595], [-14.2601, -21.7757, 11.3633], [-17.2846, -22.9792, 10.2899], [-17.3743, -24.1683, 11.4779], [-7.9660, -27.3812, 5.6383], [-7.1584, -26.9669, 6.4938], [-8.7798, -26.4824, 5.0140], [-8.1891, -28.7223, 5.3357], [-9.3887, -26.7748, 4.2471], [-8.3671, -25.5569, 4.8502], [-8.7064, -28.9764, 4.5334], [-7.5885, -29.4025, 5.8019], [-21.8887, -22.3774, 10.0359], [-21.7450, -22.0713, 8.8625], [-23.1546, -22.2322, 10.5583], [-20.9778, -22.9450, 10.8146], [-23.3379, -22.8478, 11.3666], [-23.8450, -22.2531, 9.8104], [-20.0757, -22.8790, 10.3382], [-20.9570, -23.3655, 11.7550], [-18.4755, -20.4778, 9.6953], [-18.6905, -21.3524, 10.5306], [-19.1736, -20.4512, 8.5552], [-17.4845, -19.5852, 9.8104], [-20.0296, -21.0211, 8.4736], [-19.1604, -19.5449, 8.0578], [-16.9034, -19.5504, 10.6492], [-17.3541, -18.8028, 9.2041], [-14.5224, -29.6520, 6.0732], [-14.0302, -29.0455, 5.1047], [-15.7974, -30.2842, 6.0349], [-13.7759, -29.8778, 7.2260], [-16.2873, -30.1646, 5.1864], [-16.2487, -30.2410, 6.9182], [-14.1133, -30.4391, 7.9742], [-13.0362, -29.2095, 7.4196], [-8.0384, -25.1865, 9.2223], [-7.9759, -24.4237, 10.2198], [-7.4189, -26.3735, 9.3370], [-8.6820, -24.7794, 8.0719], [-6.8123, -26.4550, 10.1448], [-7.1871, -26.8991, 8.4957], [-9.1060, -23.8762, 8.0288], [-8.7033, -25.1977, 7.1438], [-11.6513, -26.3176, 11.3603], [-11.7835, -26.2775, 12.6186], [-12.7349, -26.1065, 10.4608], [-10.3667, -26.6276, 10.8712], [-13.5229, -25.6277, 10.9158], [-12.6204, -26.0845, 9.4587], [-10.2081, -26.8330, 9.8654], [-9.7634, -27.0109, 11.6161], [-20.1037, -26.1941, 2.5384], [-20.9921, -25.9819, 1.6617], [-18.9834, -25.3246, 2.6809], [-20.1342, -27.2741, 3.4140], [-18.2708, -25.3765, 3.4325], [-18.9654, -24.5000, 2.1093], [-19.5609, -27.2170, 4.2425], [-20.9506, -27.8842, 3.5118], [-15.6509, -27.4226, 8.8797], [-15.9628, -28.6150, 8.8219], [-15.1768, -26.7336, 7.7285], [-16.0937, -26.7089, 10.0803], [-15.0826, -27.1950, 6.8016], [-15.0391, -25.7440, 7.7985], [-16.7304, -27.2009, 10.6814], [-16.1345, -25.7042, 9.9907]], "forces_ev_per_a": [[0.473, 1.243, 0.553], [-1.695, 0.279, -0.135], [0.354, -0.154, -0.428], [-0.081, -1.210, -0.475], [-1.252, 0.155, -0.781], [0.272, -0.280, 1.346], [-0.187, -0.486, -0.104], [1.482, 0.857, 0.445], [-0.139, -0.412, -0.409], [0.105, 0.464, 0.420], [0.336, 0.318, 0.256], [0.010, 0.588, -0.467], [-0.582, -1.001, 0.337], [1.926, -0.605, 0.076], [-0.892, -0.025, -0.297], [0.394, 0.242, 0.043], [-0.284, -0.424, -0.084], [0.351, 0.406, -0.064], [-0.543, -0.307, 0.396], [0.068, -0.594, -0.447], [0.030, 0.387, -0.106], [-0.743, 0.898, -0.411], [0.885, 0.725, 0.087], [0.083, -0.281, 0.241], [-0.004, -0.210, 0.395], [0.018, -0.182, -0.331], [-0.254, -0.807, -0.032], [1.222, -1.839, -0.442], [-0.836, 1.513, 1.062], [-0.129, 0.589, -0.195], [-0.257, 0.231, -0.240], [-0.027, 0.254, 0.102], [-0.218, -0.408, -0.437], [-0.335, 0.426, 0.917], [0.658, -0.043, 0.183], [-0.109, -0.276, -0.564], [-1.058, -0.413, -0.282], [0.019, 0.386, -0.199], [0.553, 0.038, -0.104], [0.571, 1.644, 0.638], [0.642, 0.325, -0.589], [-0.778, -0.230, -0.308], [0.176, -0.471, -0.126], [-0.241, -0.490, 0.015], [-0.238, -0.358, 0.360], [0.794, 0.700, -1.093], [-0.694, 0.648, 1.428], [-0.075, -0.120, -0.540], [-0.087, -0.430, 0.533], [-0.171, 0.009, -0.052], [0.180, -0.158, -0.721], [-1.337, 0.043, -1.548], [0.400, -0.485, 0.249], [-0.669, -0.202, 0.322], [0.429, 0.184, 0.205], [0.250, 0.343, 0.111], [1.012, -0.018, 0.742], [0.869, 0.424, -1.023], [-0.988, 0.327, 0.672], [0.047, -0.549, -0.431], [0.158, 0.065, 0.593], [-0.269, 0.140, 0.055], [0.302, -0.369, 0.141], [0.265, 1.085, -0.983], [-0.641, 0.268, 0.388], [0.357, 0.124, 0.115], [-0.489, -0.301, -0.166], [0.302, -0.857, 0.161], [0.508, -0.283, 0.556], [-1.175, -0.140, 0.300], [0.726, -0.259, -0.719], [-0.200, 0.223, 0.059], [0.110, 0.338, 0.348], [0.189, -0.097, 0.189], [0.401, 0.025, -0.221], [0.006, -0.458, -0.529], [-0.136, -0.869, 0.590], [0.291, -0.605, 0.162], [-0.063, 0.645, -0.425], [0.018, 0.361, 0.795], [-0.140, -0.008, -0.261], [-0.353, 0.376, 0.415], [1.646, -0.837, -0.497], [-0.364, 0.528, -0.640], [-0.711, -0.473, -0.189], [0.530, 0.446, 0.008], [-0.869, 0.055, 0.899], [-0.937, -0.135, -0.218], [0.560, 0.525, -0.447], [-0.064, 0.150, -0.091], [0.379, 0.600, 0.416], [-0.012, -0.275, -0.096], [0.280, -0.833, 0.260], [-0.552, 0.946, 1.150], [1.193, -0.781, 0.052], [0.417, 0.294, -1.175], [0.627, 1.345, -1.982], [0.167, -0.854, 0.772], [-0.288, -0.065, 0.151], [-0.748, 0.274, 0.836], [-0.574, -1.255, 0.179], [1.020, 1.803, -0.793], [1.233, -1.138, 1.299], [-0.527, 0.558, -0.864], [-1.900, -1.606, 1.047], [-0.005, 0.142, -0.304], [0.119, 0.021, 0.306], [0.213, -0.214, -0.126], [-0.280, 0.619, -0.515], [0.858, -0.426, -1.752], [-1.155, 0.992, -0.541], [2.587, 1.907, 1.270], [-1.318, -0.629, 0.060], [-0.180, -1.083, 0.344], [0.272, -0.343, 0.620], [-0.867, -0.643, -0.067], [-0.150, 0.092, -0.015], [-0.759, 0.152, 1.237], [-0.248, -0.289, -1.430], [-0.813, -1.392, 1.670], [0.875, 0.332, -0.316], [0.129, -0.043, -0.704], [0.318, 0.681, -0.575], [0.385, 0.349, -0.028], [0.024, 0.173, 0.226], [-1.226, 2.517, -0.048], [1.853, -1.618, 1.092], [0.381, -2.213, -2.371], [-0.683, 0.675, -0.318], [-0.885, 0.704, 0.293], [0.188, 0.026, 0.301], [-0.282, 0.187, 0.086], [0.608, -0.357, 0.949], [1.128, -0.151, -2.092], [-0.074, 0.094, 0.105], [-0.653, -0.153, 1.600], [-2.219, -0.316, 0.267], [0.240, 0.289, -0.078], [0.259, -0.148, 0.042], [0.469, 0.202, 0.513], [0.699, 0.260, -0.225], [0.177, 0.935, -0.506], [0.172, -0.166, 0.257], [0.403, 0.748, 1.287], [-0.510, -0.452, 0.071], [-0.159, -0.115, -0.418], [-0.477, -0.589, -0.555], [-0.036, -0.053, -0.051], [0.285, -0.299, 0.031], [-0.233, 0.446, 1.802], [0.166, 0.045, -1.334], [0.090, -0.303, 1.362], [0.333, -0.170, -0.076], [-0.077, 0.058, 0.001], [-0.531, -0.465, -1.079], [-0.329, -0.095, -0.342], [0.201, 0.328, -0.451], [-0.106, -0.476, 0.256], [-0.361, -0.962, -0.675], [-0.146, 0.292, -0.745], [1.381, 1.144, 1.874], [0.409, -0.402, 0.343], [-0.333, -0.433, 0.398], [-0.617, -0.139, -0.900], [-0.413, 0.533, -0.377], [-1.855, -1.359, 2.417], [1.133, 0.938, -2.009], [-0.493, -0.627, 0.813], [1.585, 0.071, -1.446], [-0.110, 0.724, -0.746], [0.075, 0.035, 0.536], [-0.041, -0.128, 0.658], [-0.655, 0.542, -0.070], [0.183, -0.411, -0.054], [0.301, -0.726, 1.008], [-1.138, 1.319, -1.802], [1.125, 0.678, 1.199], [0.695, 0.461, 0.351], [-0.108, -1.066, 0.234], [-0.411, -0.409, -0.451], [-0.277, 0.197, -0.653], [0.492, -1.119, 0.167], [-0.698, -0.454, 0.939], [3.201, 0.722, 0.514], [-0.545, 0.705, -1.826], [-0.651, 0.295, -0.570], [-0.774, 0.017, 0.489], [-0.454, 0.022, 0.382], [0.026, -0.322, -0.035], [0.287, 2.427, 1.245], [-0.474, -0.298, -1.116], [0.099, -1.136, -1.009], [-0.062, -0.758, -0.438], [-0.334, 0.148, -0.321], [-0.048, 0.172, 0.120], [0.009, 0.456, 0.819], [0.574, -0.683, 0.729], [0.087, -0.412, 1.750], [-0.234, 0.181, -3.267], [1.413, 0.053, 2.049], [-1.351, 0.033, -0.448], [0.607, -0.504, -0.632], [0.046, 0.171, 0.294], [-0.147, 0.023, 1.453], [-0.529, 0.424, -1.109], [-0.739, 1.254, -1.213], [2.266, -0.647, 2.174], [-0.937, -1.481, 0.619], [0.088, 0.379, -0.171], [-0.871, -0.406, -0.710], [-0.216, 0.074, -0.290], [-0.038, -0.023, -0.038], [0.478, 0.868, -0.442], [-2.930, -0.239, 0.284], [1.048, 0.624, -0.158], [-0.436, -0.876, 1.731], [2.678, -0.103, -3.441], [-0.235, 0.315, 1.493], [0.171, 0.353, -0.226], [-0.291, -0.240, -0.228], [-0.056, 0.087, 0.492]], "mulliken_charge": [0.024, -0.080, -0.214, 0.088, 0.227, -0.768, 0.148, -0.070, 0.392, 0.465, -0.159, -0.298, -0.024, 0.098, 0.137, -0.223, -0.448, 0.379, -0.186, 0.113, 0.122, -0.600, -0.620, 0.461, 0.022, 0.142, 0.389, -0.237, 0.979, -0.215, -0.203, 0.383, -0.728, 0.183, -0.657, 0.264, 0.095, -0.128, 0.313, -0.786, -0.444, 0.280, 0.390, 0.215, 0.251, -0.408, -0.605, 0.428, 0.041, 0.172, 0.426, -0.520, -0.500, 0.305, -0.043, 0.344, 0.400, -0.361, -0.592, 0.373, 0.207, 0.015, 0.306, -0.424, -0.639, 0.333, 0.031, 0.296, 0.344, -0.224, -0.446, 0.349, -0.227, 0.404, 0.214, 0.214, -0.693, -0.276, 0.058, 0.292, 0.436, -0.263, -0.582, 0.321, 0.449, -0.282, 0.263, 0.316, -0.798, -0.732, 0.718, 0.439, 0.321, 0.467, -0.780, -0.288, -0.583, 0.257, 0.199, 0.342, 0.323, -0.013, -0.708, -0.231, 1.729, 0.236, 0.195, -0.603, -0.373, 0.477, -0.623, -0.460, -0.265, 0.262, 0.165, 0.061, 0.209, 0.168, -0.965, 1.673, 1.311, -1.367, -0.133, -0.702, 0.110, 0.360, -0.724, -0.274, 0.034, 0.271, 0.105, 0.173, 0.087, 0.423, -0.754, -0.478, -0.110, 0.259, 0.360, 0.136, 0.172, 0.552, -0.804, -0.250, -0.225, 0.117, 0.212, 0.156, 0.067, 0.090, -0.835, 0.465, 0.883, -0.364, 0.130, -0.689, 0.031, 0.393, -0.834, 0.164, -0.302, 0.077, 0.223, 0.276, 0.208, 1.024, -0.742, -0.622, 0.480, 0.236, 0.281, -0.797, 0.294, 0.338, -0.453, 0.472, -0.205, -0.493, 0.019, 0.140, 0.132, 0.242, -0.402, -0.487, -0.133, 0.274, 0.226, 0.204, 0.103, 0.395, -0.850, -0.299, 0.407, 0.238, 0.262, -0.001, -0.149, 0.394, -0.754, 0.160, -0.148, -0.054, 0.013, 0.134, 0.198, 0.398, -0.733, 0.173, -0.303, -0.164, 0.104, 0.042, 0.288, -0.243, -0.658, 1.967, 0.033, -0.662, -0.644, 0.330, -0.545]}